ORCA calculation (ωB97M-V with the def2-TZVPD basis set) on C6H7NO3 as an isolated structure at a distorted geometry.

Results
energy above the lowest of the compared OMol25 structures with the same formula, charge and spin	346.7	kJ/mol
HOMO-LUMO gap	0.3616	Eh
multiplicity	1
highest occupied orbital energy	-9.349	eV
calculated total energy	-513.18106	Eh
molar mass	141.13	g/mol
E_LUMO	0.49	eV

Positions of all 17 atoms, in Å:
C1 -1.04384 1.74044 0.28612
C2 -0.98669 0.19484 0.17136
C3 -2.04963 -0.66186 0.19026
C4 -0.28014 -1.85309 -0.12940
C5 0.24631 -0.55282 0.07526
C6 1.66894 -0.30080 -0.00386
H1 -0.78989 3.49823 -0.89762
H2 0.31041 2.26190 -0.85451
H3 -2.23867 2.22375 0.51892
H4 -0.59901 2.12037 1.49451
H5 -3.14442 -0.47290 0.14270
H6 0.49896 -2.54217 -0.14915
H7 1.32279 1.28399 1.09465
N1 -0.59914 2.32090 -0.81710
O1 -1.59717 -1.95250 -0.06280
O2 2.05444 0.93864 0.58483
O3 2.48074 -0.98861 -0.41806

Results of the Löwdin charge analysis, in e, for atoms 1 through 2: -0.36 -0.17

ORCA calculation (ωB97M-V with the def2-TZVPD basis set) on C49H42ClMnN3O3P2S3 as an isolated structure.

Results
energy above the lowest of the compared OMol25 structures with the same formula, charge and spin	0.0	kJ/mol
HOMO-LUMO gap (spin up / spin down)	0.2912 / 0.2743	Eh
multiplicity	2
highest occupied orbital energy (spin up / spin down)	-7.572 / -7.126	eV
calculated total energy	-5770.92277	Eh
molar mass	969.43	g/mol
E_LUMO (spin up / spin down)	0.35 / 0.34	eV

Positions of all 104 atoms, in Å:
Mn1 -0.72783 -0.28728 -0.14022
O1 3.21063 -0.91606 -1.02560
S1 2.27755 -0.17866 -0.14093
C1 2.59123 -0.80837 1.51546
C2 3.83918 -1.37742 1.74912
C3 4.13832 -1.86904 3.00574
C4 3.18807 -1.80252 4.01934
C5 1.93153 -1.28957 3.75869
C6 1.60322 -0.79560 2.49339
P1 -0.13104 -0.31417 2.10206
C7 -0.97519 -1.64092 3.04606
C8 -1.89102 -1.43347 4.06918
C9 -2.48505 -2.51865 4.70557
C10 -2.16258 -3.81196 4.32962
C11 -1.24677 -4.02602 3.30614
C12 -0.66292 -2.94924 2.66413
C13 -0.35057 1.17014 3.14656
C14 -1.63354 1.67834 3.36162
C15 -1.82515 2.79992 4.15351
C16 -0.73864 3.44096 4.73248
C17 0.54215 2.95861 4.50901
C18 0.73497 1.82737 3.72649
C19 2.99632 1.45265 0.06838
C20 4.34509 1.57921 0.39181
C21 4.92738 2.82984 0.43085
C22 4.16187 3.95284 0.13158
C23 2.82980 3.81718 -0.21054
C24 2.21913 2.55776 -0.24965
P2 0.46207 2.36108 -0.79292
C25 0.65765 2.48705 -2.60198
C26 -0.47349 2.76917 -3.37036
C27 -0.39357 2.80766 -4.75200
C28 0.80893 2.52941 -5.38688
C29 1.92996 2.21986 -4.63290
C30 1.85857 2.20554 -3.24644
C31 -0.10910 4.04641 -0.33254
C32 -0.32330 5.07113 -1.24976
C33 -0.71224 6.33436 -0.81862
C34 -0.87556 6.59153 0.53182
C35 -0.65189 5.57793 1.45513
C36 -0.28149 4.31403 1.02636
H1 4.53783 -1.45813 0.92521
H2 5.10620 -2.31668 3.19478
H3 3.41664 -2.18792 5.00535
H4 1.17942 -1.29651 4.53854
H5 -2.14246 -0.43231 4.39042
H6 -3.19871 -2.34646 5.50207
H7 -2.62220 -4.65476 4.83109
H8 -0.98851 -5.03288 3.00049
H9 0.03865 -3.11572 1.85202
H10 -2.49088 1.19807 2.90931
H11 -2.82919 3.17444 4.31022
H12 -0.89091 4.31617 5.35268
H13 1.39790 3.45754 4.94623
H14 1.74205 1.46342 3.57060
H15 4.93516 0.69601 0.59126
H16 5.97527 2.93426 0.68259
H17 4.61146 4.93792 0.15266
H18 2.25235 4.69789 -0.45540
H19 -1.42782 2.94439 -2.88668
H20 -1.27855 3.03294 -5.33413
H21 0.86692 2.54320 -6.46814
H22 2.86773 1.98444 -5.12063
H23 2.74830 1.96237 -2.67890
H24 -0.17551 4.89812 -2.30501
H25 -0.87762 7.11849 -1.54762
H26 -1.17385 7.57772 0.86641
H27 -0.77359 5.76412 2.51477
H28 -0.12489 3.52876 1.75612
S2 -5.00770 0.82994 0.89004
C37 -4.20580 2.31618 0.59632
C38 -2.88816 2.13622 0.30332
C39 -2.44796 0.77039 0.30114
C40 -3.53243 -0.02890 0.58774
C41 -3.45960 -1.47359 0.55461
C42 -4.52610 -2.32872 0.84716
C43 -4.34080 -3.69153 0.74581
C44 -3.10263 -4.17448 0.34367
C45 -2.09739 -3.26595 0.07693
N1 -2.25860 -1.94571 0.17958
H29 -4.74269 3.25230 0.65816
H30 -2.25920 2.98477 0.09418
H31 -5.47854 -1.91952 1.15807
H32 -5.15324 -4.36996 0.97666
H33 -2.90308 -5.23332 0.24759
H34 -1.11714 -3.59835 -0.23047
C46 -2.77185 -3.87759 -3.12573
N2 -1.91830 -2.72584 -2.93279
C47 -2.35744 -1.50178 -2.76018
N3 -3.67991 -1.26073 -2.79600
S3 -1.28095 -0.18823 -2.54969
H35 -2.15072 -4.76810 -3.05790
H36 -3.25254 -3.86090 -4.10741
H37 -3.53879 -3.94802 -2.34748
H38 -0.90016 -2.89207 -2.76856
H39 -4.35423 -2.00869 -2.79991
H40 -3.97578 -0.34149 -2.51581
Cl1 1.68521 -5.39769 0.08421
C48 2.20281 -3.78677 -0.51710
C49 0.98226 -3.05939 -1.07480
O2 0.51617 -3.47058 -2.14774
O3 0.53904 -2.11144 -0.35869
H41 2.94701 -3.93988 -1.29125
H42 2.62457 -3.26550 0.33357

Results of the Löwdin charge analysis, in e, for atoms 1 through 2: 0.17 -0.44

- Among the records above, which one has the lowest calculated total energy?
  C49H42ClMnN3O3P2S3

- Number 1 is which compound?
  C6H7NO3

- Look up the energy above the lowest of the compared OMol25 structures with the same formula, charge and spin of the second one.
  0.0 kJ/mol